Entry 1:
This record from OMol25 describes C17H19N4O4PdSbSe4 as an isolated structure in a non-equilibrium geometry. The level of theory is ωB97M-V with the def2-TZVPD basis set.

Geometry as ORCA input:
```
! wB97M-V def2-TZVPD RIJCOSX def2/J DEFGRID3
* xyz 2 5
Pd -5.78 -19.81 2.62
O -5.99 -23.97 3.36
C -6.16 -22.70 3.08
O -5.24 -21.94 2.74
C -7.53 -22.23 3.20
C -8.58 -23.01 3.73
C -9.87 -22.47 3.69
C -10.06 -21.20 3.16
C -8.95 -20.49 2.73
N -7.72 -20.99 2.76
C -9.21 -19.07 2.18
O -10.27 -18.55 2.28
O -8.09 -18.55 1.62
H -5.02 -24.13 3.37
H -8.36 -23.99 4.15
H -10.69 -23.08 4.02
H -11.05 -20.77 3.16
C -8.11 -17.19 1.18
C -9.08 -16.99 0.02
C -9.09 -17.87 -1.06
C -9.99 -17.72 -2.10
C -10.88 -16.62 -2.08
C -10.87 -15.74 -1.00
C -9.94 -15.92 0.04
C -11.76 -16.43 -3.18
N -12.39 -16.14 -4.09
H -8.38 -16.58 2.06
H -7.08 -16.99 0.91
H -8.40 -18.71 -1.05
H -10.10 -18.49 -2.88
H -11.60 -14.96 -1.02
H -9.87 -15.20 0.86
N -3.71 -17.55 -0.62
C -3.51 -18.93 -1.23
C -4.74 -19.79 -1.29
N -5.32 -20.25 -0.01
H -2.97 -16.92 -0.92
H -3.79 -17.56 0.40
H -4.60 -17.22 -1.05
H -2.63 -19.38 -0.75
H -3.13 -18.78 -2.27
H -4.40 -20.69 -1.83
H -5.53 -19.32 -1.87
H -4.77 -20.99 0.43
H -6.29 -20.58 -0.11
Se -3.64 -18.34 2.29
Sb -4.07 -17.95 4.65
Se -3.19 -19.30 6.63
Se -2.72 -16.33 5.95
Se -6.34 -18.73 4.88
*
```

Output
- <S²> = 6.02
- frontier orbital gap (spin up / spin down) (hartree) = 0.2546 / 0.2158
- E_LUMO (spin up / spin down) (eV) = -6.876 / -7.932

Atomic charges from the natural (NBO) analysis, expressed in e, are listed below: 0.96, -0.60, 0.81, -0.65, 0.03, -0.14, -0.13, -0.15, 0.11, -0.45, 0.77, -0.51, -0.54, 0.53, 0.26, 0.26, 0.27, -0.08, -0.08, -0.18, -0.16, -0.15, -0.14, -0.18, 0.24, -0.23, 0.22, 0.19, 0.19, 0.24, 0.25, 0.23, -0.69, -0.25, -0.25, -0.88, 0.45, 0.44, 0.44, 0.24, 0.25, 0.23, 0.22, 0.39, 0.40, -0.65, 0.92, 0.07, -0.08, -0.42



Entry 2:
This record from OMol25 describes a 2-piece molecular cluster, C17H19N4S2 overall in a non-equilibrium geometry. The level of theory is ωB97M-V with the def2-TZVPD basis set.

Geometry as ORCA input:
```
! wB97M-V def2-TZVPD RIJCOSX def2/J DEFGRID3
* xyz -1 1
C 1.00 6.19 -0.45
N 1.83 5.12 -0.96
C 2.66 5.50 -2.07
C 1.76 3.81 -0.46
C 0.91 2.85 -1.05
C 0.83 1.56 -0.54
C 1.58 1.17 0.59
C 1.54 -0.18 1.12
C 1.32 -1.29 0.32
C 1.29 -2.63 0.81
N 1.27 -3.76 1.09
C 1.49 -1.27 -1.11
N 1.65 -1.35 -2.27
C 2.40 2.15 1.20
C 2.51 3.43 0.68
H 0.38 5.83 0.37
H 1.62 7.03 -0.10
H 0.34 6.59 -1.24
H 3.26 4.64 -2.40
H 2.06 5.87 -2.92
H 3.34 6.32 -1.78
H 0.32 3.14 -1.92
H 0.15 0.85 -1.00
H 1.70 -0.32 2.19
H 2.98 1.87 2.08
H 3.18 4.17 1.12
C -2.98 -5.76 0.36
C -3.52 -4.80 -0.71
C -3.13 -3.37 -0.28
N -2.37 -3.55 0.95
C -1.75 -2.53 1.61
S -1.54 -1.03 0.88
S -1.13 -2.81 3.15
C -2.39 -4.90 1.49
H -3.76 -6.42 0.74
H -2.18 -6.38 -0.06
H -3.08 -5.03 -1.68
H -4.60 -4.89 -0.80
H -2.53 -2.85 -1.04
H -4.03 -2.76 -0.13
H -3.02 -4.96 2.40
H -1.38 -5.24 1.78
*
```

Output
- frontier orbital gap (hartree) = 0.1969
- E_LUMO (eV) = 2.061

Atomic charges from the natural (NBO) analysis, expressed in e, are listed below: -0.39, -0.50, -0.39, 0.17, -0.23, -0.12, -0.11, -0.04, -0.26, 0.30, -0.30, 0.30, -0.34, -0.17, -0.24, 0.21, 0.17, 0.17, 0.21, 0.17, 0.17, 0.21, 0.23, 0.24, 0.21, 0.21, -0.41, -0.41, -0.21, -0.46, -0.07, -0.38, -0.36, -0.21, 0.20, 0.20, 0.20, 0.19, 0.22, 0.19, 0.19, 0.23



no.,calculated total energy (hartree)
1,-11152.4895
2,-1674.5895